1.
DFT (ωB97M-V/def2-TZVPD) results for 8 unconnected molecules or ions with the total composition C26H56N8O6.

Structure (ORCA input):
```
! RIJCOSX wB97M-V def2-TZVPD def2/J DEFGRID3
* xyz 0 1
O 0.4075 1.8717 8.0049
O 2.8941 -2.6310 -1.4645
O -4.5737 -1.9919 -1.1207
O 2.4332 2.1784 -4.7493
O 4.2658 4.3891 -0.4003
O -3.5659 -0.1158 3.4237
N -4.2501 -2.2301 3.8851
N 2.7529 -3.7811 -3.3923
N -0.1768 -0.3262 -2.7996
N 2.0301 3.9560 -0.4108
N 0.3751 1.9136 -5.7160
N 1.9747 -2.4780 1.8322
N -0.3396 1.7232 5.8879
N -3.6565 0.0866 -1.2507
C -3.3709 1.2089 -2.0819
C -0.0826 -1.0263 -1.8611
C -3.4466 -2.7778 2.7971
C -3.8882 0.3143 0.1482
C 0.9803 1.7907 -7.0276
C 0.0237 -1.9310 -0.7200
C 2.9479 -1.9418 1.5545
C -4.1970 -1.0835 -1.7771
C -0.9896 1.5204 -5.5689
C 3.0819 -3.8519 -4.7965
C -4.1791 -0.9229 4.1381
C 4.1878 -1.2904 1.0927
C 2.8672 -2.6845 -2.6676
C 3.2671 1.0525 1.6874
C 1.2327 1.9626 -4.6392
C -1.4978 1.6096 4.9665
C -0.5294 0.0755 0.9266
C 3.2442 4.0432 -0.9706
C 2.6346 -5.0999 -2.7424
C -5.1077 -3.1845 4.5909
C -0.4697 1.7225 7.2483
C 1.0041 3.1209 -0.9484
C -0.7673 -1.3987 0.5189
C 3.8835 0.1525 0.5877
C 1.0182 1.9025 5.3853
C 1.7667 4.5942 0.8774
H 4.7925 0.6386 0.2669
H 3.6071 -5.6371 -2.8095
H -3.1544 0.9925 0.5611
H -2.6769 -2.0432 2.6437
H 0.9699 2.0490 4.2995
H -4.8603 0.7877 0.4447
H 4.5492 -1.9465 0.3231
H 2.4814 0.5664 2.2582
H 2.6694 4.7751 1.4528
H -0.4261 -2.0323 1.3200
H 3.9754 -4.4859 -4.8859
H -1.5405 1.5800 7.5369
H 3.2842 -2.8559 -5.1917
H 3.1950 0.0991 -0.2800
H 1.0006 2.7342 -7.6162
H -4.2279 1.8413 -2.1038
H 1.4368 2.7512 5.8905
H 2.2401 -4.3026 -5.3521
H 0.3843 2.7923 -0.0896
H 1.0391 -1.9414 -0.4199
H 1.2365 5.5807 0.7426
H 0.4358 1.0771 -7.6596
H 1.9354 -5.7113 -3.3241
H -3.0489 -3.7393 3.1258
H 4.9465 -1.2391 1.8590
H 2.9954 2.0482 1.3213
H -6.0645 -3.2176 4.0861
H 4.0071 1.2616 2.4766
H -5.4022 -2.8367 5.5866
H 2.4278 -5.0260 -1.6736
H 1.7082 1.0467 5.5308
H -2.3911 1.2481 5.4933
H -1.1530 1.2463 -4.5005
H -1.8426 -1.5831 0.4086
H -1.1484 0.6075 -6.1255
H -4.6204 -4.1438 4.7486
H 1.1184 3.9475 1.4860
H -3.8596 -0.6139 0.7090
H -1.6679 2.3186 -5.9067
H 0.3845 3.6437 -1.7030
H 1.4227 2.2192 -1.3599
H -4.1333 -0.8709 -2.9186
H 2.8969 -1.7641 -3.2778
H 0.6954 1.8510 -3.6983
H -3.2050 0.8698 -3.0911
H -1.0564 0.2623 1.8469
H -0.2376 -2.9583 -1.0199
H 2.0220 1.4908 -6.9120
H 0.5182 0.2551 1.1520
H -3.9332 -2.9099 1.8117
H -2.4920 1.7313 -1.7545
H -1.7624 2.5378 4.4995
H 3.1789 3.6883 -2.0159
H -0.7361 0.8102 0.1134
H -1.3329 0.8416 4.2009
H -4.7662 -0.7739 5.0460
*
```

Summary:
LUMO level = 0.4841 eV
Structure (SMILES) = CN(C)C=O.CN(C)C=O.CN(C)C=O.CN(C)C=O.CN(C)C=O.CN(C)C=O.CCCC#N.CCCC#N
ΔE to the lowest compared entry with this formula, charge and spin = 0.000 eV

2.
DFT (ωB97M-V/def2-TZVPD) results for 2 unconnected molecules or ions with the total composition C2H5O3P.

Structure (ORCA input):
```
! RIJCOSX wB97M-V def2-TZVPD def2/J DEFGRID3
* xyz 0 1
P -1.3072 -0.0860 -0.3280
O 1.2760 -0.5123 -0.3426
O -1.4707 -1.0544 0.7580
O -1.3964 -0.3634 -1.7629
C 1.6379 -1.5614 0.1478
C -0.7699 1.6182 0.1246
H -1.4834 2.1828 0.5953
H 2.8408 -1.8025 0.0583
H 0.1668 1.5845 0.8099
H 1.0391 -2.1593 0.8459
H -0.5330 2.1538 -0.9064
*
```

Summary:
LUMO level = 0.2158 eV
Structure (SMILES) = CP(=O)=O.C=O
ΔE to the lowest compared entry with this formula, charge and spin = 1.198 eV

3.
DFT (ωB97M-V/def2-TZVPD) results for a molecular structure, C33H24BrN4P2PtSSe2.

Structure (ORCA input):
```
! RIJCOSX wB97M-V def2-TZVPD def2/J DEFGRID3
* xyz -1 1
Pt -0.4451 3.9601 -0.6619
Br -0.8593 3.8483 6.1330
Se -2.8560 2.5577 -1.0867
Se 0.4420 -2.7760 -2.4925
S -0.6942 8.6889 -0.7661
P 1.4482 -1.6284 -1.0376
P -1.7937 0.7109 -1.1182
N -0.6882 5.9500 -1.1249
N 1.7681 2.1575 -1.2344
N 2.1850 0.9320 -1.1598
N 0.4570 2.2119 -1.2033
C 1.1636 -2.2199 0.6682
C 3.2553 -1.7542 -1.1832
C 5.4309 -1.2853 -0.3036
C -0.5848 5.2647 2.2355
C 5.2033 -2.5077 -2.3562
C -2.2629 -0.4052 0.2436
C 1.1005 -4.0916 2.1667
C -0.7423 2.8901 2.1041
C -0.6160 4.1140 1.4492
C -3.2009 -1.8199 -4.0210
C -0.6671 7.1105 -0.9294
C 0.7641 -3.2387 3.2067
C -1.8872 -1.7437 0.2394
C 1.2968 -3.5842 0.8973
C -3.3253 -0.6980 2.3710
C -0.0261 0.9416 -1.1010
C -2.2382 -2.5561 1.3012
C -0.7783 3.9600 4.2219
C -2.1195 -0.1661 -2.6765
C 6.0064 -1.9328 -1.3863
C -0.8236 2.7955 3.4830
C -2.9838 0.1165 1.3103
C -2.9681 -1.2589 -2.7784
C -0.6677 5.1971 3.6190
C 4.0573 -1.1962 -0.1947
C -1.5399 0.3870 -3.8132
C -2.6212 -1.2738 -5.1532
C 0.6336 -1.8783 2.9796
C -2.9527 -2.0337 2.3664
C -1.7916 -0.1699 -5.0511
C 3.8264 -2.4183 -2.2570
C 0.8373 -1.3633 1.7114
C 1.1179 0.1220 -1.0700
H 1.1978 -5.1530 2.3488
H 1.5400 -4.2359 0.0662
H 0.3619 -1.2194 3.7924
H -3.2793 1.1582 1.2841
H -3.8826 -0.2938 3.2003
H -0.7829 1.9655 1.5330
H 3.1893 -2.8569 -3.0135
H -0.9222 1.8333 3.9657
H 6.0581 -0.8505 0.4608
H -2.8288 -1.6998 -6.1229
H 5.6497 -3.0283 -3.1896
H -0.5013 6.2398 1.7764
H -0.8979 1.2537 -3.7156
H -1.3415 0.2509 -5.9360
H 0.5991 -3.6350 4.1973
H 3.6021 -0.6789 0.6373
H -1.3369 -2.1490 -0.5992
H -3.4351 -1.6687 -1.8934
H -0.6481 6.0983 4.2145
H -1.9476 -3.5964 1.2986
H -3.8412 -2.6861 -4.1089
H 7.0824 -1.9913 -1.4690
H -3.2318 -2.6719 3.1919
H 0.7387 -0.3000 1.5311
*
```

Summary:
LUMO level = 1.8455 eV

4.
DFT (ωB97M-V/def2-TZVPD) results for a molecular structure, AsF6H28O14.

Structure (ORCA input):
```
! RIJCOSX wB97M-V def2-TZVPD def2/J DEFGRID3
* xyz -1 1
As 0.5488 -0.8898 0.8781
F 0.0355 -0.7604 -0.9296
F 1.1493 -0.9300 2.6181
F 1.2269 0.7862 0.8893
F -1.0603 -0.1440 1.4024
F -0.2900 -2.4665 1.0485
F 2.1142 -1.5231 0.3627
O -0.1081 -7.2908 -0.8573
O 0.9310 4.9972 2.6510
O -1.8536 -2.0464 5.7994
O -1.5159 4.2109 -0.6849
O -4.1046 1.3357 -1.1607
O -2.9338 -0.6051 -5.9178
O 3.5813 -1.3907 5.9627
O -0.9726 2.3316 -4.0125
O 5.1641 -0.1232 -2.7501
O 4.4224 -3.6764 -3.7191
O 3.1210 4.3142 -0.6215
O 1.8086 -0.5811 -4.9157
O -3.6726 3.2615 3.9841
O -5.6101 -2.2209 1.3991
H 4.4162 -4.6233 -3.5792
H 5.1274 -1.0796 -2.7317
H 6.0619 0.0775 -3.0143
H 0.2545 -6.4880 -0.4827
H 3.5639 -3.3831 -3.4138
H -3.0933 2.8300 3.3561
H -1.0822 4.4598 0.1313
H 1.4878 5.4841 3.2586
H 2.5010 4.6314 0.0352
H -2.1802 -0.2567 -5.4413
H -4.8752 -2.8340 1.4181
H -0.0421 2.1249 -4.1002
H -4.5397 0.7032 -0.5890
H 2.9692 -1.2920 6.6920
H -3.3939 -1.1464 -5.2762
H -2.3559 -1.3371 6.2005
H -2.4478 4.3456 -0.5123
H -6.3579 -2.7330 1.7069
H -1.0812 2.5624 -3.0899
H 0.9186 4.1055 2.9989
H 3.6412 3.6551 -0.1618
H -3.1869 1.3126 -0.8897
H 2.4844 -0.0050 -4.5584
H -0.9483 -7.4048 -0.4131
H -3.1126 3.4492 4.7374
H 1.4213 -1.0016 -4.1480
H -1.2065 -1.6023 5.2516
H 3.0748 -1.1435 5.1891
*
```

Summary:
LUMO level = 1.9132 eV
ΔE to the lowest compared entry with this formula, charge and spin = 3.015 eV

5.
DFT (ωB97M-V/def2-TZVPD) results for C2H3N5O4 in the gas phase.

Structure (ORCA input):
```
! RIJCOSX wB97M-V def2-TZVPD def2/J DEFGRID3
* xyz 0 1
O 0.5623 -3.0558 1.7951
O -0.8149 2.2639 1.0406
O 0.8507 1.5414 -1.1448
O -1.2318 0.6014 2.4825
N -0.7472 1.1017 1.2485
N 0.3218 0.4320 -0.7926
N -0.3114 -1.0323 1.0990
N 0.1884 -0.5063 -1.6164
N 0.8090 -0.3445 -2.7438
C -0.1175 0.1961 0.5400
C 0.2890 -2.0333 1.3723
H 0.4892 -0.8699 -3.5575
H -1.5755 1.1120 3.2553
H 1.2877 0.5935 -2.9781
*
```

Summary:
LUMO level = -0.0299 eV
ΔE to the lowest compared entry with this formula, charge and spin = 1.812 eV

6.
DFT (ωB97M-V/def2-TZVPD) results for 2 unconnected molecules or ions with the total composition C3H9NO2S.

Structure (ORCA input):
```
! RIJCOSX wB97M-V def2-TZVPD def2/J DEFGRID3
* xyz -1 2
S -1.3640 1.0590 -0.0638
O -3.5980 -0.1556 2.9399
O 2.6450 0.1757 -2.1693
N 1.3986 -0.7301 0.6498
C 0.8524 -0.5044 -0.6862
C 1.8671 -0.7665 -1.8059
C 0.3175 0.9467 -0.8702
H -1.9578 0.2786 -0.9650
H -3.0673 0.5506 2.5515
H 2.3500 -1.0712 0.6543
H 0.1251 1.2213 -1.8975
H 0.8890 1.6901 -0.3195
H -0.0191 -1.1718 -0.8007
H 1.4201 0.1230 1.2058
H -3.6275 0.1230 3.8401
H 1.7689 -1.7683 -2.2634
*
```

Summary:
LUMO level (spin up / spin down) = 2.9486 / 2.9104 eV
<S²> = 0.75
ΔE to the lowest compared entry with this formula, charge and spin = 1.491 eV

7.
DFT (ωB97M-V/def2-TZVPD) results for 2 unconnected molecules or ions with the total composition C4H6N2O.

Structure (ORCA input):
```
! RIJCOSX wB97M-V def2-TZVPD def2/J DEFGRID3
* xyz 0 1
O 1.9566 -0.3841 0.8003
N -0.0991 0.0604 -0.1626
N -1.2684 -1.1148 1.3590
C 0.6692 -0.4956 0.7465
C 2.5614 0.5182 -0.1479
C -1.3417 -0.4687 0.0225
C -0.0523 -1.3991 1.7815
H 2.2173 0.2770 -1.1547
H -2.0879 -1.5792 1.7299
H 3.6353 0.3756 -0.0407
H 2.2747 1.5422 0.0996
H -4.4713 1.5585 -2.6917
H -3.9937 1.1097 -2.3417
*
```

Summary:
LUMO level (spin up / spin down) = -1.6276 / -1.6275 eV
ΔE to the lowest compared entry with this formula, charge and spin = 6.760 eV

8.
DFT (ωB97M-V/def2-TZVPD) results for 5 unconnected molecules or ions with the total composition C19H33N4O9.

Structure (ORCA input):
```
! RIJCOSX wB97M-V def2-TZVPD def2/J DEFGRID3
* xyz -1 1
O -1.5122 -4.3000 2.9604
O -4.5368 -0.5941 0.4364
O 1.0468 3.6854 -4.8791
O 1.2278 -4.0886 4.6378
O -6.1672 -1.3615 1.8195
O -5.7236 -4.4123 1.7829
O -3.5268 -4.7453 2.0964
O -0.4680 0.5718 -0.4290
O 4.9061 0.6473 -1.8684
N 3.0592 0.8967 -3.1607
N 1.2439 -6.1312 5.6292
N -1.6604 2.4813 -0.0842
N 1.5111 5.8925 -5.0872
C 1.7095 -4.8817 5.4137
C 3.7304 1.8416 -4.0326
C -1.6169 3.8989 0.1910
C -2.9724 1.8438 -0.2572
C 2.7820 5.7424 -4.3968
C -2.4892 -3.9066 2.4016
C -0.5321 1.7625 -0.1859
C 0.0734 -6.5865 4.8877
C -1.9418 -1.3406 1.9169
C -2.8497 -2.5227 1.9843
C 1.6738 0.5506 -3.4328
C -4.6508 -3.9337 1.8389
C 0.7463 4.7980 -5.2625
C 3.7444 0.3785 -2.1284
C -4.1550 -2.5497 1.6882
C -5.0374 -1.3954 1.2640
C 1.1083 7.2006 -5.5595
C -0.5021 -1.6001 2.3692
C 1.8724 -7.0277 6.5723
H 1.0579 1.4489 -3.3963
H 1.8374 7.5868 -6.2750
H 2.7259 -6.5380 7.0376
H -3.1390 1.0579 0.4727
H -0.1610 -7.6073 5.1811
H 3.2760 6.7086 -4.3347
H 2.5981 -4.6438 6.0296
H -2.3974 -0.5320 2.4838
H -1.8966 -1.0523 0.8703
H 0.2693 -6.5470 3.8169
H -0.7781 -5.9390 5.0921
H -0.5840 4.2297 0.2922
H 2.6204 5.3507 -3.3922
H 3.4211 5.0406 -4.9333
H -0.4355 -1.9753 3.3846
H 1.3071 -0.1582 -2.6937
H 0.0639 -0.6748 2.3038
H -0.1987 5.0060 -5.7927
H -2.1495 4.1208 1.1189
H 1.0327 7.8990 -4.7234
H 1.5942 0.1055 -4.4271
H -2.0871 4.4572 -0.6230
H -3.0335 1.3934 -1.2468
H 4.0661 2.7049 -3.4553
H 3.0427 2.1709 -4.8055
H 0.1389 7.1349 -6.0486
H 0.3787 2.3725 -0.0332
H 3.1500 -0.3231 -1.5211
H -3.7442 2.6025 -0.1529
H 2.2204 -7.9316 6.0656
H 1.1648 -7.3161 7.3539
H -0.0616 -2.3432 1.7123
H 4.6078 1.3767 -4.4867
*
```

Summary:
LUMO level = 1.7378 eV

9.
DFT (ωB97M-V/def2-TZVPD) results for a molecular structure, C7H10.

Structure (ORCA input):
```
! RIJCOSX wB97M-V def2-TZVPD def2/J DEFGRID3
* xyz 0 1
C -0.4192 1.9412 0.4975
C 1.2882 -0.2983 -1.0204
C -0.7491 -1.5574 -0.6220
C 0.7245 -1.4052 -0.1466
C -0.1564 0.4998 0.0867
C -1.2500 -0.3304 -0.5190
C 0.5361 -0.4641 1.0539
H -1.1918 1.9336 1.2830
H -2.2172 0.0677 -0.7973
H 0.4588 2.4378 0.9303
H -0.1045 -0.8147 1.8676
H -1.2248 -2.4526 -0.9920
H 1.2643 0.7239 -0.6212
H 1.2860 -2.3402 -0.0309
H 1.4984 -0.0965 1.4340
H -0.7983 2.5597 -0.3229
H 1.0551 -0.4043 -2.0806
*
```

Summary:
LUMO level = 0.9666 eV
ΔE to the lowest compared entry with this formula, charge and spin = 4.750 eV

10.
DFT (ωB97M-V/def2-TZVPD) results for 2 unconnected molecules or ions with the total composition C4H8F3P.

Structure (ORCA input):
```
! RIJCOSX wB97M-V def2-TZVPD def2/J DEFGRID3
* xyz 0 3
P 0.0923 0.3857 -0.1912
F -4.1178 0.7738 2.4379
F -3.2993 0.3519 -0.9276
F 1.7881 0.4638 0.2903
C -3.9560 0.7335 1.1667
C 0.6144 0.2354 -1.8833
C -3.7470 -0.1670 0.3508
C -0.2824 -1.4007 0.1837
H 1.3812 0.9537 -2.0115
H -0.0647 0.5818 -2.7245
H -3.4638 1.6725 0.7764
H -0.5411 -2.2207 -0.5309
H 0.6765 -1.6643 0.6406
H -1.0271 -1.4111 1.0267
H -3.9917 -1.2051 0.1750
H 1.1358 -0.7901 -2.0603
*
```

Summary:
LUMO level (spin up / spin down) = 0.9115 / -2.7202 eV
<S²> = 2.00
ΔE to the lowest compared entry with this formula, charge and spin = 1.652 eV

11.
DFT (ωB97M-V/def2-TZVPD) results for a molecular structure, C43H30N8OPb.

Structure (ORCA input):
```
! RIJCOSX wB97M-V def2-TZVPD def2/J DEFGRID3
* xyz 0 1
Pb 0.0254 -0.5653 0.3163
O 1.6758 -3.5699 3.1728
N 1.7320 1.0374 3.1495
N -1.3432 2.8158 0.0303
N 2.2200 -0.4713 1.3199
N -0.4648 1.0373 -1.3545
N 0.3504 -0.1428 -3.3067
N 1.6315 -0.8925 -1.4117
N 0.1756 1.5070 1.3693
N 3.4804 -1.8558 -0.2148
C 1.9988 -1.9442 -3.4328
C 6.4593 -1.0516 3.0296
C -2.9652 -0.3441 1.9097
C 0.6837 1.6355 2.6304
C -1.0748 2.2325 -1.1414
C -0.7614 2.4776 1.1587
C 4.6400 0.2537 3.9681
C -2.0930 4.3410 -4.1187
C 2.9254 -2.4456 -2.5231
C 2.5084 0.1859 2.4733
C -3.2358 -1.3769 -0.2699
C 5.6918 -1.4366 1.9448
C -1.9886 4.0443 -2.7725
C -4.9193 -0.6932 -2.0022
C -0.2873 0.8572 -2.6873
C -2.2902 -1.6476 3.9547
C 3.8396 -3.4199 -2.8870
C 4.3809 -0.9793 1.8913
C 3.8642 -0.1436 2.8857
C -2.6461 -2.6906 1.6788
C 3.7882 -3.8872 -4.1924
C -3.2327 -2.4565 -2.5786
C -3.2573 -0.2531 0.5589
C -1.8081 4.2625 2.7475
C -1.3926 2.8371 -2.4236
C 2.6906 -1.7351 -1.2571
C -0.0569 2.6930 3.3295
C 0.9262 -2.7942 2.8567
C -0.8243 4.2238 4.9660
C 2.8561 -3.3852 -5.1053
C -0.8965 1.9677 -3.4003
C -0.9589 3.2202 2.4091
C -1.7326 4.7520 4.0422
C 1.9500 -2.4003 -4.7394
C -0.9874 2.2751 -4.7535
C -3.4969 -1.2020 -1.7554
C 5.9391 -0.2180 4.0300
C 0.0327 3.1903 4.6204
C -2.9308 -2.5979 0.3191
C 3.3226 -1.1404 0.9054
C 1.2162 -0.9300 -2.7101
C -2.6482 -1.5692 2.4969
C -1.5993 3.4660 -5.0984
H 0.7443 2.7794 5.3238
H 6.0895 -2.0710 1.1641
H 4.2349 0.9074 4.7288
H 4.5620 -3.7972 -2.1757
H -5.0847 -0.5194 -3.0667
H -0.7909 4.6355 5.9665
H -2.2226 -2.8413 -2.4252
H -2.3203 -2.6752 4.3163
H 4.4821 -4.6531 -4.5141
H -5.1144 0.2411 -1.4759
H -2.9701 0.5549 2.5185
H -1.6950 3.7374 -6.1419
H -2.3842 5.5602 4.3486
H -5.6494 -1.4302 -1.6595
H -1.2825 -1.2624 4.1286
H 2.8473 -3.7727 -6.1159
H -2.3524 4.7217 -2.0115
H -3.4720 0.7200 0.1285
H -3.9419 -3.2505 -2.3316
H -2.9746 -1.0522 4.5601
H -2.4072 -3.6584 2.1054
H -2.8009 -0.4290 -2.1050
H 6.5722 0.0639 4.8614
H -3.3436 -2.2333 -3.6402
H 7.4840 -1.3910 3.1088
H -0.5896 1.6010 -5.5002
H -2.9046 -3.4983 -0.2805
H -2.5561 5.2690 -4.4285
H 1.2292 -2.0008 -5.4402
H -2.5014 4.6714 2.0247
*
```

Summary:
LUMO level (spin up / spin down) = -1.4115 / -1.4337 eV
ΔE to the lowest compared entry with this formula, charge and spin = 0.239 eV

12.
DFT (ωB97M-V/def2-TZVPD) results for a gas-phase ion, C2H5N2O (charge -1).

Structure (ORCA input):
```
! RIJCOSX wB97M-V def2-TZVPD def2/J DEFGRID3
* xyz -1 1
O 2.1932 -0.2403 0.2160
N 0.1792 1.1280 0.6153
N 1.0024 -0.2815 0.7589
C -0.8809 0.3839 -0.0662
C -0.0565 -0.8862 -0.1534
H 0.7080 1.6945 -0.0499
H -1.2217 0.7994 -1.0285
H -1.7536 0.2955 0.5968
H 0.3219 -1.0964 -1.1626
H -0.4918 -1.7969 0.2737
*
```

Summary:
LUMO level = 4.6826 eV
Structure (SMILES) = [O-]N1CCN1
ΔE to the lowest compared entry with this formula, charge and spin = 0.000 eV

| no. | energy (eV) | largest force on an atom (eV/A) |
| --- | --- | --- |
| 1 | -52074.8452 | 4.713 |
| 2 | -17586.1237 | 4.135 |
| 3 | -273968.2753 | 2.885 |
| 4 | -106268.5815 | 2.901 |
| 5 | -17754.8959 | 3.794 |
| 6 | -19675.8860 | 1.813 |
| 7 | -9266.7421 | 0.590 |
| 8 | -44628.4499 | 1.549 |
| 9 | -7416.2847 | 2.261 |
| 10 | -21712.3043 | 8.419 |
| 11 | -64297.1447 | 0.508 |
| 12 | -7179.2972 | 0.744 |